Record 1
{"formula": "CH2N2O2Si", "method": "ωB97M-V/def2-TZVPD", "orbital_gap_ev": [6.95, 6.95], "lumo_ev": [-1.78, -1.77], "molar_mass_g_mol": 102.12, "total_charge": 0, "species": ["C", "N", "N", "O", "O", "Si", "H", "H"], "positions_angstrom": [[1.308, -1.041, -2.239], [0.663, -0.064, -2.303], [-0.739, -0.039, 0.853], [-1.393, -0.453, -0.079], [0.258, -0.835, 1.393], [0.389, 0.802, 1.795], [-0.038, 0.627, -2.473], [-0.448, 1.005, 3.053]], "forces_ev_per_a": [[-0.3304, 0.7125, 0.0232], [0.2638, -0.7688, -0.0848], [-2.4010, -3.3299, -4.0730], [1.1536, 1.0507, 2.6145], [-1.1814, -1.9903, -0.8627], [2.5911, 4.5813, 2.5723], [0.0865, 0.0706, 0.0505], [-0.1822, -0.3261, -0.2400]], "mulliken_charge": [-0.14, -0.15, 0.72, -0.40, -0.24, -0.03, 0.30, -0.06]}

Record 2
{"formula": "C12H10FI2NOPdS", "method": "ωB97M-V/def2-TZVPD", "orbital_gap_ev": 6.70, "lumo_ev": -0.80, "molar_mass_g_mol": 595.51, "total_charge": 0, "species": ["Pd", "O", "N", "C", "C", "C", "C", "C", "S", "H", "H", "H", "H", "I", "C", "I", "H", "H", "F", "C", "C", "C", "C", "C", "C", "H", "H", "H", "H"], "positions_angstrom": [[-1.557, 0.324, 0.469], [0.438, 0.588, 1.697], [1.234, -0.451, 1.684], [2.436, -0.314, 2.298], [3.334, -1.341, 2.378], [3.000, -2.567, 1.802], [1.796, -2.691, 1.158], [0.885, -1.624, 1.076], [-0.606, -1.825, 0.225], [2.595, 0.668, 2.715], [4.277, -1.185, 2.881], [3.679, -3.407, 1.857], [1.504, -3.620, 0.689], [-2.960, -0.198, 2.854], [-4.238, 1.344, 2.168], [-3.170, 2.368, 0.593], [-4.407, 2.035, 2.981], [-5.166, 0.886, 1.857], [0.601, 1.404, -5.121], [0.116, 1.184, -3.876], [-1.199, 0.798, -3.732], [-1.686, 0.560, -2.450], [-0.859, 0.726, -1.347], [0.459, 1.123, -1.516], [0.955, 1.354, -2.795], [-1.832, 0.687, -4.603], [-2.716, 0.251, -2.325], [1.103, 1.272, -0.659], [1.982, 1.653, -2.957]], "forces_ev_per_a": [[0.3617, -0.5695, -0.6589], [0.3346, 0.0555, 0.2529], [-0.0745, 0.0067, -0.0532], [0.0449, -0.0476, 0.0307], [0.0038, -0.0045, -0.0036], [0.0048, -0.0521, -0.0021], [-0.0088, 0.0568, 0.0015], [0.0382, 0.0175, -0.0335], [-0.0695, 0.2420, 0.0635], [-0.0362, 0.0088, -0.0027], [-0.0095, 0.0128, 0.0108], [0.0026, 0.0071, -0.0186], [0.0087, 0.0003, -0.0168], [-0.0474, -0.1679, 0.2856], [0.3142, 0.2099, 0.1552], [-0.6867, 0.0745, 0.2157], [0.0121, 0.1357, -0.0143], [0.0033, 0.1262, -0.4337], [-0.0069, 0.0036, 0.0077], [0.0011, -0.0150, -0.0123], [-0.0991, 0.0287, 0.0390], [0.1268, 0.1055, -0.0846], [-0.3193, -0.2435, 0.3169], [0.0657, 0.1286, -0.0968], [0.0269, 0.0274, 0.0242], [0.0361, -0.0189, -0.0188], [0.0069, -0.0530, -0.0025], [-0.0244, -0.0972, 0.0451], [-0.0103, 0.0219, 0.0034]], "mulliken_charge": [-0.29, -0.72, 0.52, -0.27, -0.68, -0.15, -0.82, 0.55, -0.32, 0.41, 0.39, 0.37, 0.37, 0.20, -0.85, 0.20, 0.36, 0.41, -0.33, 0.38, -0.48, -0.17, 0.05, -0.33, -0.52, 0.41, 0.44, 0.44, 0.43]}

Record 3
{"formula": "C21H44O14PPb", "method": "ωB97M-V/def2-TZVPD", "orbital_gap_ev": 7.09, "lumo_ev": -5.07, "molar_mass_g_mol": 758.74, "total_charge": 1, "species": ["Pb", "C", "C", "O", "O", "H", "H", "H", "C", "O", "P", "O", "O", "C", "O", "C", "H", "H", "H", "H", "H", "H", "H", "H", "H", "O", "C", "O", "C", "C", "C", "H", "H", "H", "H", "H", "H", "H", "H", "O", "C", "O", "C", "C", "C", "H", "H", "H", "H", "H", "H", "H", "H", "O", "C", "O", "C", "C", "C", "H", "H", "H", "H", "H", "H", "H", "H", "O", "C", "O", "C", "C", "C", "H", "H", "H", "H", "H", "H", "H", "H"], "positions_angstrom": [[-1.048, -2.930, -2.649], [0.517, -0.185, 0.203], [-0.223, -1.184, -0.630], [-1.055, -0.799, -1.505], [0.112, -2.394, -0.577], [1.069, -0.729, 0.969], [-0.062, 0.584, 0.707], [1.297, 0.281, -0.402], [-4.081, -1.266, 0.199], [-4.841, -2.102, -0.748], [-4.620, -1.888, -2.277], [-3.372, -2.447, -2.889], [-5.871, -2.608, -2.871], [-5.859, -3.476, -4.009], [-4.856, -0.355, -2.536], [-3.749, 0.514, -2.873], [-4.230, -0.210, -0.007], [-3.040, -1.562, 0.094], [-4.494, -1.559, 1.158], [-6.645, -3.141, -4.687], [-6.113, -4.487, -3.701], [-4.925, -3.424, -4.563], [-2.821, -0.052, -2.923], [-3.623, 1.174, -2.018], [-3.894, 1.067, -3.795], [0.619, 4.187, 1.121], [0.719, 4.144, -0.072], [-0.311, 4.257, -0.931], [-1.612, 4.568, -0.422], [-2.388, 3.280, -0.211], [1.977, 3.872, -0.845], [-2.095, 5.162, -1.202], [-1.567, 5.262, 0.416], [-2.920, 2.951, -1.097], [-3.163, 3.483, 0.535], [-1.718, 2.540, 0.224], [1.922, 2.868, -1.283], [2.782, 3.836, -0.116], [2.138, 4.486, -1.726], [2.333, -4.852, 2.726], [2.959, -3.829, 2.755], [4.215, -3.703, 3.179], [4.811, -4.802, 3.844], [5.720, -4.349, 4.970], [2.399, -2.523, 2.228], [5.295, -5.548, 3.214], [4.024, -5.374, 4.354], [6.105, -5.178, 5.556], [5.231, -3.643, 5.644], [6.548, -3.762, 4.555], [1.360, -2.427, 2.521], [2.561, -2.680, 1.158], [2.983, -1.659, 2.535], [-3.319, -0.710, 4.293], [-2.626, 0.261, 4.112], [-2.242, 1.102, 5.060], [-2.608, 0.746, 6.408], [-1.708, -0.337, 6.981], [-2.108, 0.626, 2.744], [-3.661, 0.474, 6.413], [-2.426, 1.624, 7.023], [-1.833, -0.353, 8.061], [-0.658, -0.151, 6.743], [-1.897, -1.312, 6.530], [-2.856, 0.362, 2.003], [-1.230, 0.013, 2.538], [-1.858, 1.685, 2.748], [4.372, 1.544, -7.254], [4.318, 2.450, -6.470], [3.998, 2.275, -5.171], [3.867, 0.921, -4.731], [3.397, 0.926, -3.309], [4.652, 3.886, -6.747], [4.820, 0.407, -4.868], [3.153, 0.438, -5.404], [2.904, 0.044, -2.905], [2.695, 1.757, -3.149], [4.131, 1.241, -2.557], [4.489, 4.099, -7.798], [5.693, 4.065, -6.479], [4.042, 4.526, -6.111]], "forces_ev_per_a": [[-0.3246, 1.0872, 0.9125], [0.6285, -0.3413, 0.8099], [0.7081, 0.5715, -0.3257], [-0.6011, -0.3814, -0.7540], [-0.3521, -0.8332, -0.2677], [-0.1335, 0.0030, 0.0207], [-0.2992, 0.0326, -0.4229], [-0.2586, 0.1280, -0.2530], [-0.3885, -0.9587, -0.3736], [0.5603, 0.4179, -0.0168], [-1.8584, -0.2228, -0.2763], [1.3111, -0.0355, 0.3738], [0.3056, 0.1889, 0.3745], [-0.5243, 0.0590, -0.7045], [0.6159, -0.2085, -0.5511], [0.6280, 0.0007, 0.8317], [-0.0653, 0.0006, -0.0292], [0.0761, 0.2481, 0.3094], [0.2232, 0.2199, 0.1740], [-0.0037, 0.0912, 0.1495], [0.2728, -0.0003, 0.1513], [0.1384, -0.1469, 0.2380], [-0.0829, -0.0169, -0.2196], [-0.1045, 0.2790, -0.2316], [-0.4712, -0.1245, -0.0088], [-0.0812, 0.0604, 0.2535], [-0.1771, -0.1994, -0.7638], [-0.0093, 0.4613, -0.2334], [-0.3451, 0.3078, -0.7812], [-0.4005, 0.7035, 1.1753], [0.2540, -0.9012, 0.2657], [0.1527, -0.1400, -0.1451], [0.2598, -0.5500, 0.4215], [0.4044, -0.1764, -0.2112], [0.0039, -0.1421, 0.0001], [-0.1314, -0.2562, -0.2221], [-0.2515, -0.0630, 0.2353], [0.2738, 0.3748, -0.3269], [0.0377, 0.5170, 0.3597], [0.0369, -0.2674, 0.1421], [-0.5110, 0.2980, 0.0770], [0.5725, 0.4348, -0.0812], [-0.6219, -1.6080, 1.9608], [0.5164, 1.3458, -0.6640], [0.9967, -0.5116, -0.0665], [0.0808, 0.5359, -0.5770], [-0.1801, 0.1039, -0.4225], [-0.0037, -0.1516, -0.1482], [-0.3182, -0.2556, 0.0022], [0.1822, -0.3135, 0.1194], [-0.1292, -0.0995, -0.2707], [-0.6022, 0.4686, -0.1388], [0.0060, -0.0409, 0.1135], [-0.0475, -0.0724, 0.1487], [-0.3757, -0.5986, -0.4627], [0.3157, 0.2811, 0.1085], [0.4605, -0.1553, 0.4916], [0.0803, -0.3537, -0.7029], [0.1191, 0.2065, 0.4485], [-0.0039, -0.0379, 0.1329], [-0.2940, 0.3196, -0.3998], [0.0184, -0.2372, 0.0078], [-0.0360, 0.4088, 0.2047], [-0.3370, -0.0260, 0.2933], [-0.1207, 0.2016, -0.0111], [0.0979, 0.1353, 0.1305], [0.1173, -0.0491, -0.3810], [-0.0524, -0.1661, -0.1779], [0.3123, 0.0808, 0.1202], [0.1323, 0.2099, 0.4956], [-0.1021, -0.5399, -0.6727], [-0.4630, 1.4883, 1.4987], [-0.3107, -0.0325, 0.1337], [-0.0228, 0.0400, 0.0583], [0.0030, -0.1117, 0.1866], [0.1728, -0.3425, -0.4955], [-0.3549, -0.2623, -0.5255], [0.5594, -0.4641, -0.4056], [0.0793, 0.0567, -0.0109], [0.0433, -0.0600, -0.0936], [-0.0062, 0.0877, -0.1043]], "mulliken_charge": [1.29, -0.02, 1.40, -0.77, -0.82, -0.17, -0.13, 0.07, -0.60, -0.31, 0.84, -0.43, -0.36, -0.64, -0.29, -0.28, 0.31, 0.18, 0.38, 0.26, 0.27, 0.28, 0.08, 0.08, 0.38, -0.58, 0.77, -0.34, -0.58, -0.23, -0.61, 0.34, 0.38, 0.14, 0.35, -0.13, -0.20, 0.36, 0.38, -0.57, 0.41, -0.29, -0.20, -1.17, -0.56, 0.32, 0.29, 0.37, 0.31, 0.29, 0.25, 0.18, 0.35, -0.60, 0.28, -0.34, -0.16, -1.12, 0.05, 0.30, 0.30, 0.36, 0.30, 0.32, -0.07, 0.06, 0.34, -0.55, 0.69, -0.27, -0.32, -1.07, -0.99, 0.33, 0.29, 0.36, 0.26, 0.36, 0.32, 0.26, 0.32]}

Record 4
{"formula": "C6H8N", "method": "ωB97M-V/def2-TZVPD", "orbital_gap_ev": 9.68, "lumo_ev": -4.07, "smiles": "C=C[C@H]1C[N+]12C=C2", "molar_mass_g_mol": 94.14, "total_charge": 1, "species": ["C", "C", "C", "C", "N", "C", "C", "H", "H", "H", "H", "H", "H", "H", "H"], "positions_angstrom": [[-0.971, 0.314, 2.408], [-0.833, 0.468, 1.120], [-0.026, -0.561, 0.443], [-0.441, -1.123, -0.909], [0.586, -0.096, -1.018], [1.853, 0.074, -1.761], [1.058, 1.159, -1.591], [-1.712, 1.020, 2.736], [-0.597, -0.339, 3.156], [-1.151, 1.472, 0.664], [0.521, -1.165, 1.138], [-0.091, -2.111, -1.319], [-1.528, -0.870, -1.128], [2.726, -0.335, -2.309], [0.605, 2.093, -1.630]], "forces_ev_per_a": [[-1.9643, 1.6824, 0.9419], [1.2733, 0.8211, -1.6996], [0.6770, 0.2690, -2.6323], [-1.8512, 0.0560, -0.4667], [0.2986, -1.3144, 2.4164], [-2.0814, 4.2574, -0.0957], [2.2980, -4.9235, -0.6059], [0.0708, 0.3442, 1.0686], [0.4365, -0.9665, -0.0704], [0.0469, -2.0874, 0.2098], [0.8062, -0.2770, -0.1821], [-0.4342, 1.0493, 0.8496], [1.5864, -0.2277, -0.3817], [-0.8649, -0.2090, 0.9533], [-0.2976, 1.5259, -0.3052]], "mulliken_charge": [-0.92, -0.04, 0.12, -0.44, 0.08, -0.25, -0.11, 0.25, 0.32, 0.24, 0.40, 0.27, 0.27, 0.37, 0.44]}